No. 1
Here is a 11-piece molecular cluster, C10H40FN20O10 overall from OMol25. Energies are from wB97M-V/def2-TZVPD.

Each line ends with the Löwdin charge.
CARTESIAN COORDINATES (ANGSTROEM)
F -0.2546 0.1376 0.5658  -0.481
O 1.9937 -3.4921 -1.8251  -0.001
O 1.8368 3.2921 3.3810  0.047
O -5.4700 -3.3028 -3.5900  0.027
O -0.0191 6.3181 -2.3757  0.017
O 3.1326 0.8131 -2.7439  0.074
O 2.5523 -2.1183 3.7409  0.055
O 4.5007 0.7938 6.2954  -0.005
O -1.8676 -4.5499 -0.8045  0.039
O -2.7109 0.8273 -3.5884  -0.019
O -4.5987 0.7704 3.3934  0.010
N -2.3944 -2.6193 0.2292  0.151
N -4.6778 -1.3055 -3.9974  0.182
N 4.1478 2.6054 4.9847  0.151
N -2.3291 0.3294 -1.4616  0.172
N 0.5438 4.2339 -2.7054  0.173
N 0.7347 -1.4311 2.6904  0.143
N 1.1763 2.7478 1.4169  0.191
N 2.4366 -1.9457 1.5140  0.187
N -0.5891 -2.7096 -0.9265  0.177
N 2.9292 0.7494 4.8237  0.195
N -2.5459 -0.1391 3.7411  0.149
N 2.4238 -3.9723 -4.0179  0.164
N -0.6828 0.2728 -2.9243  0.216
N 0.4632 1.5760 2.9627  0.174
N -1.3900 4.7631 -1.7312  0.178
N -3.0240 0.9293 1.7442  0.157
N 2.0754 -0.3414 -1.1565  0.171
N 3.8570 -2.8544 -2.8788  0.176
N -4.7846 -1.9559 -1.9679  0.171
N 1.7380 1.6591 -1.2556  0.145
C -0.2597 5.1346 -2.2340  -0.821
C -3.4738 0.5198 2.9711  -0.679
C -1.5946 -3.4131 -0.4821  -0.765
C 3.8988 1.3155 5.3692  -0.782
C 2.6909 -3.3985 -2.8454  -0.726
C -1.9096 0.4816 -2.7134  -0.771
C 2.3949 0.6888 -1.8291  -0.851
C 1.9835 -1.8651 2.7154  -0.800
C -4.9769 -2.2643 -3.2168  -0.834
C 1.2325 2.5720 2.6322  -0.840
H 2.2384 -1.2617 -1.5392  0.078
H -5.0129 -1.4403 -4.9407  0.126
H -2.0444 0.8957 1.5005  0.046
H -3.9727 -1.3585 -1.9038  0.064
H 0.2527 -1.1054 1.8647  0.037
H 2.6183 -0.1553 5.1478  0.115
H -4.2116 -0.4617 -3.6965  0.067
H -0.2115 0.5031 -3.7874  0.139
H 1.2290 1.2720 -0.4738  0.050
H -3.7188 1.4164 1.1963  0.103
H 3.0095 -3.9276 -4.8396  0.108
H 3.4881 3.0652 4.3736  0.048
H -1.8004 -0.6104 3.2489  0.062
H -1.6837 0.0664 -0.7306  0.034
H -3.3185 0.4803 -1.3255  0.106
H -1.6602 3.7991 -1.8651  0.108
H 0.3072 0.7533 2.3980  0.044
H 4.5244 -3.0783 -3.6031  0.123
H -2.0046 5.5193 -1.4656  0.125
H 2.4852 1.2320 4.0555  0.074
H 1.4759 4.6228 -2.7049  0.121
H -0.0719 0.0494 -2.1516  0.072
H -1.8293 -1.9442 0.7243  0.069
H 0.4616 2.3933 0.7976  0.098
H 3.4032 -2.2135 1.3955  0.131
H 1.6457 -2.2276 0.9527  0.097
H 1.6835 -0.2967 -0.2267  0.070
H 2.1086 2.5589 -1.5258  0.109
H -0.5059 -1.7639 -0.5818  0.047
H 0.4030 3.2372 -2.6227  0.082
H 0.3689 -1.5602 3.6229  0.117
H -3.3219 -2.9700 0.4211  0.109
H 4.2041 -2.6186 -1.9601  0.128
H 0.3076 1.4951 3.9574  0.121
H 4.7664 3.1115 5.6022  0.098
H 1.6552 -4.6150 -4.1457  0.120
H 1.4423 3.6984 1.2035  0.141
H 0.0335 -3.2000 -1.5525  0.079
H -2.9634 -0.5274 4.5748  0.106
H -4.9699 -2.6852 -1.2943  0.109

Properties
E_HOMO in eV: -7.0
Frontier orbital gap in eV: 8.6729
Net charge: -1
LUMO in hartree: 0.0630
Relative energy (zero: lowest compared OMol25 entry of this formula, charge and spin) in kJ/mol: 0.0

=====

No. 2
Here is C10H40Fe2N20O14P as an isolated structure from OMol25. Energies are from wB97M-V/def2-TZVPD.

Each line ends with the Löwdin charge.
CARTESIAN COORDINATES (ANGSTROEM)
Fe 0.1653 0.1271 -2.9703  1.018
Fe 0.4287 0.3616 0.7535  0.704
P 0.8847 -1.4277 -0.9898  0.073
O 2.2663 -2.0376 -1.1339  -0.310
O 5.6524 1.8392 -1.5974  0.018
O 0.8258 -6.2961 0.1892  0.066
O 2.3850 0.4648 1.4320  -0.016
O 0.2316 -1.5601 0.3906  -0.372
O -1.5114 0.6045 0.4469  -0.044
O 0.5478 2.1835 -3.2893  -0.053
O -0.0432 -1.6502 -2.1372  -0.320
O -3.4208 -1.9771 -3.1588  0.009
O 0.9431 0.1655 -1.1231  -0.431
O -0.0182 0.6710 2.8412  -0.051
O -1.7818 1.0466 -2.6902  0.024
O 0.1773 -2.7085 4.9292  0.029
O 0.7432 2.4705 0.6835  0.039
N -3.7040 0.2789 0.2668  0.220
N -4.5542 -3.2528 -1.8317  0.179
N -0.0971 4.1583 -4.3436  0.197
N -2.7916 2.8415 -1.9019  0.196
N -2.6700 -1.3051 1.0580  0.206
N 3.6481 2.1026 -0.6616  0.180
N 0.7595 1.0640 4.9345  0.238
N 3.8855 -0.3174 2.7976  0.176
N 1.0067 -2.4104 2.9062  0.181
N -3.7644 1.7158 -3.3569  0.208
N 4.2366 0.2132 -1.7694  0.187
N -1.0967 3.6087 0.5592  0.181
N -1.1251 -2.8752 3.0855  0.173
N -2.4853 -3.2642 -1.5801  0.181
N 0.7032 4.3777 -0.4627  0.201
N 1.8514 3.9428 -3.3283  0.197
N 3.5442 -1.5049 1.0920  0.214
N -1.3063 1.4251 4.3779  0.197
N -0.2200 -4.4189 0.0450  0.182
N 1.9063 -4.3726 0.1230  0.175
C 0.7343 3.3715 -3.6631  -0.653
C 3.2591 -0.3375 1.6487  -0.697
C 4.5325 1.4264 -1.3566  -0.775
C -3.4863 -2.7743 -2.2156  -0.844
C -2.7371 1.7742 -2.6142  -0.806
C 0.0002 -2.6926 3.7300  -0.754
C -2.5691 -0.0910 0.5846  -0.668
C 0.1257 3.3915 0.2341  -0.717
C -0.1359 1.0682 4.0473  -0.715
C 0.8171 -5.1121 0.0911  -0.838
H -0.9360 3.6556 -4.5958  0.120
H 2.7611 -4.9043 0.0407  0.120
H -3.4594 3.5935 -1.9953  0.135
H 1.6400 0.6628 4.6450  0.131
H -1.1371 -4.7839 0.2591  0.121
H 2.8058 1.6537 -0.3311  0.053
H 2.5884 3.4504 -2.8441  0.121
H 1.9504 4.8434 -3.7747  0.128
H 4.0848 2.8871 -0.1990  0.122
H -2.0108 1.3059 3.6640  0.129
H -1.5807 4.4185 0.1986  0.120
H -3.7763 1.1151 -0.2951  0.117
H -4.5310 -3.9753 -1.1264  0.127
H 1.9870 -3.4337 -0.2404  0.012
H 0.1808 5.2413 -0.4998  0.117
H 4.2847 -2.0108 1.5566  0.127
H 1.8617 -2.0106 3.2657  0.093
H -2.0848 2.9011 -1.1830  0.078
H -1.7497 -1.7182 1.1093  0.064
H -0.0713 -3.4302 -0.0979  0.044
H 3.1071 -1.7498 0.2150  0.026
H -1.9133 -2.6005 3.6542  0.117
H -5.4034 -2.8167 -2.1615  0.136
H 4.5476 -1.0678 2.9342  0.121
H -1.1102 -2.6904 2.0926  0.044
H -1.4952 1.7277 5.3228  0.131
H -1.6410 -2.7133 -1.6417  0.067
H 3.4175 -0.3384 -1.5575  0.048
H -3.7909 0.9295 -3.9902  0.136
H -4.4922 -0.3143 0.4833  0.141
H -2.5861 -4.1588 -1.1222  0.108
H -0.0914 5.1657 -4.4158  0.127
H 4.8038 -0.2971 -2.4311  0.124
H 1.6854 4.2350 -0.6496  0.106
H -3.5649 -1.7182 1.2785  0.136
H -1.6276 3.1009 1.2523  0.132
H 0.8485 -2.2344 1.9243  0.034
H 3.9028 0.5911 3.2384  0.128
H -4.6603 1.9513 -2.9543  0.131
H 0.5132 1.2283 5.9002  0.140

Properties
E_HOMO (spin up / spin down) in eV: -10.3 / -9.7
Frontier orbital gap (spin up / spin down) in eV: 7.5067 / 6.8674
Net charge: +1
LUMO (spin up / spin down) in hartree: -0.1043 / -0.1047
Spin multiplicity: 9
Relative energy (zero: lowest compared OMol25 entry of this formula, charge and spin) in kJ/mol: 477.8

=====

No. 3
Here is a 11-piece molecular cluster, C10H40IN20O10 overall from OMol25. Energies are from wB97M-V/def2-TZVPD.

Each line ends with the Löwdin charge.
CARTESIAN COORDINATES (ANGSTROEM)
I 0.0506 0.2544 -0.5933  0.127
O 7.0927 -4.1297 3.4968  0.018
O 2.3981 3.7981 -4.0796  -0.035
O -0.7586 4.7302 0.8959  -0.050
O -4.7985 -0.9354 1.4099  -0.047
O 1.9894 -4.1174 2.4294  -0.007
O -1.4388 -3.9665 -0.9058  -0.024
O -0.3937 0.5909 4.0324  -0.050
O 2.8619 1.6123 1.8674  -0.044
O -2.6671 4.5497 -3.5015  -0.017
O -2.7652 -0.4052 -4.3861  -0.042
N 4.1948 -0.2245 2.1098  0.137
N -2.7615 -4.1930 -2.7795  0.163
N -1.2177 -2.4964 -2.6070  0.162
N -2.6908 0.0017 4.0595  0.154
N 0.2328 2.8989 -3.6508  0.131
N 5.1012 -4.2373 4.5739  0.130
N -2.5173 4.8881 -1.2867  0.183
N 2.2080 1.5014 -3.8413  0.137
N 2.1984 -0.1346 3.1962  0.169
N -3.4627 0.8613 0.7123  0.136
N -1.0780 -1.3612 3.1840  0.171
N -2.6097 1.4216 -2.9339  0.146
N -3.1258 -1.2717 -0.1739  0.147
N 0.5361 -2.9110 1.0509  0.137
N 5.2276 -4.8769 2.4088  0.164
N 0.4846 3.5624 2.3545  0.166
N 0.5270 -5.2346 1.1046  0.141
N 1.2706 3.9382 0.1886  0.163
N -0.8704 5.7137 -2.7200  0.156
N -2.2766 1.6526 -5.2052  0.152
C -2.5661 0.8139 -4.1644  -0.644
C -2.0780 5.0891 -2.5572  -0.666
C 5.9212 -4.4454 3.4674  -0.710
C -1.3496 -0.2127 3.8163  -0.629
C 1.6494 2.8130 -3.8495  -0.569
C -3.8689 -0.4782 0.6799  -0.630
C 1.1046 -4.0466 1.5965  -0.634
C 2.9911 0.4580 2.3259  -0.677
C 0.3083 4.1451 1.1533  -0.666
C -1.7861 -3.5748 -2.0175  -0.657
H -0.0982 2.0311 -3.1898  0.020
H 1.1566 -2.1602 0.9498  -0.004
H 1.1904 0.2150 3.3413  0.084
H -1.7950 4.9203 -0.6008  0.025
H -3.3970 -4.7516 -2.2351  0.099
H 5.5580 -4.6118 1.5001  0.111
H 0.6898 -6.0412 1.6840  0.089
H -2.3674 2.3784 -2.8347  0.030
H 4.8208 0.1151 1.4219  0.078
H -0.3970 6.2554 -2.0350  0.102
H 2.4819 -0.8410 3.8425  0.106
H 1.0573 4.0451 -0.8088  0.093
H -0.4072 3.5387 2.8827  0.121
H -1.9896 2.6075 -5.1225  0.066
H -3.3104 -0.3027 3.3016  0.071
H 4.0998 -4.3919 4.4442  0.088
H 5.6068 -4.1744 5.4564  0.102
H -2.4371 1.0705 0.6090  0.018
H 0.0334 3.8328 -3.2259  0.063
H -1.7242 -1.7686 -3.0886  0.056
H 1.7719 3.1284 0.5124  0.038
H 1.2958 3.0276 2.6828  0.088
H -0.1957 -5.1525 0.3992  0.056
H -0.1839 -1.2975 2.6726  0.071
H -0.4136 -2.1197 -2.1484  -0.010
H -3.1534 -3.4960 -3.3757  0.089
H -3.9671 1.2481 1.4535  0.058
H 3.1721 1.3260 -4.0441  0.085
H -3.1891 4.1720 -1.1601  0.094
H 1.7607 0.6625 -3.5875  0.031
H -2.2414 1.1167 -6.1038  0.128
H 3.9635 -1.2190 1.9884  0.091
H 4.3234 -5.2208 2.6119  0.065
H -1.9015 -1.8545 2.8539  0.108
H -3.1606 -2.2672 0.0147  0.091
H -2.8244 0.9850 4.2661  0.101
H -0.7102 5.9273 -3.6833  0.107
H -2.2701 -0.8991 -0.5249  -0.100
H -0.1032 -3.0218 0.2540  0.044
H -2.0118 0.9463 -2.2349  -0.041

Properties
E_HOMO in eV: -6.2
Frontier orbital gap in eV: 8.4677
Net charge: -1
LUMO in hartree: 0.0825
Relative energy (zero: lowest compared OMol25 entry of this formula, charge and spin) in kJ/mol: 0.0

=====

Question: What is the net charge in the second record?
Answer: +1